# C51H57N3O9SSeW

A molecular structure, C51H57N3O9SSeW (the ωB97M-V functional and the def2-TZVPD basis, the Open Molecules 2025 dataset).

```
123
Properties=species:S:1:pos:R:3:forces:R:3
W 0.524606 -0.025353 -0.325373 -0.114 -0.343 -0.089
C -6.624074 1.426288 -3.830427 -0.016 0.000 0.004
C -5.292130 1.069456 -4.505109 0.007 -0.002 0.009
C -5.476898 -0.190371 -5.362786 0.000 -0.017 -0.001
C -4.895958 2.223113 -5.426496 0.010 0.022 -0.007
C -4.233387 0.806181 -3.435854 -0.056 -0.049 0.018
C -3.065630 1.537695 -3.333750 0.013 0.026 -0.014
C -2.143770 1.243403 -2.336662 0.003 0.020 -0.007
Se -0.436456 2.069269 -2.359479 0.041 -0.051 0.039
C -0.488642 3.365253 -0.978720 -0.011 0.003 -0.008
C -0.753266 4.700847 -1.263281 -0.016 -0.015 -0.058
C -0.698456 5.648527 -0.261383 0.010 0.047 0.080
C -0.412598 5.196537 1.032222 -0.004 0.022 -0.005
C -0.157401 3.874819 1.366415 -0.007 0.037 0.026
C -0.136285 2.946614 0.300735 -0.141 -0.095 0.011
O 0.217792 1.670023 0.524228 0.251 0.268 0.035
C -0.024725 3.437483 2.830219 0.014 -0.008 0.001
C 1.269860 2.655934 3.093534 -0.005 -0.029 -0.007
C -0.035488 4.631418 3.790218 0.002 0.000 -0.016
C -1.247350 2.567219 3.162749 -0.029 0.028 0.020
C -0.952821 7.135388 -0.506088 -0.004 -0.015 0.004
C -2.153586 7.599010 0.330773 -0.015 -0.001 0.008
C -1.253109 7.426415 -1.976534 -0.006 -0.002 -0.022
C 0.291493 7.937496 -0.098992 0.010 -0.007 0.003
C -2.346847 0.215593 -1.418277 0.026 0.000 -0.022
O -1.447433 0.000975 -0.440195 -0.067 -0.043 0.039
C -3.527209 -0.553481 -1.500962 -0.043 -0.030 -0.021
C -4.422275 -0.223595 -2.510602 -0.003 -0.006 -0.018
C -3.828394 -1.691412 -0.520149 0.014 0.026 0.025
C -5.123063 -2.432090 -0.868797 -0.011 0.026 -0.016
C -2.696338 -2.727663 -0.540460 -0.018 -0.037 -0.017
C -3.997433 -1.104683 0.889206 -0.029 0.014 0.014
H -7.393433 1.609109 -4.585384 0.020 -0.004 0.019
H -6.518878 2.326791 -3.221302 -0.003 -0.019 -0.012
H -6.974499 0.621058 -3.182161 0.010 0.018 -0.016
H -6.215353 -0.008201 -6.147682 0.010 -0.004 0.017
H -5.824060 -1.035995 -4.766489 0.012 0.015 -0.009
H -4.535039 -0.476631 -5.836035 -0.018 0.007 0.004
H -5.678352 2.378774 -6.171776 0.008 -0.001 0.007
H -3.965647 2.012291 -5.959400 -0.024 0.005 0.012
H -4.773102 3.156933 -4.872595 -0.004 -0.024 -0.016
H -2.843038 2.340601 -4.023234 0.003 -0.017 0.015
H -0.998231 4.971890 -2.280914 0.008 -0.012 0.015
H -0.400906 5.929420 1.826530 -0.009 -0.011 -0.009
H 2.144123 3.267423 2.857155 0.000 -0.003 -0.004
H 1.316950 1.732672 2.521268 0.009 0.023 0.022
H 1.322908 2.396440 4.154512 -0.002 0.018 -0.022
H 0.817925 5.294327 3.626777 -0.020 -0.002 -0.011
H 0.028270 4.255204 4.812833 0.008 0.006 -0.014
H -0.954922 5.215934 3.714251 0.017 -0.018 0.008
H -1.331596 1.718334 2.489000 0.005 -0.001 -0.004
H -2.163455 3.159353 3.089876 0.019 -0.016 0.001
H -1.166818 2.180719 4.182617 -0.003 0.010 -0.031
H -3.052069 7.040459 0.058946 0.020 0.013 0.008
H -2.344084 8.661537 0.159400 0.004 -0.022 0.003
H -1.980465 7.458914 1.399178 0.002 -0.002 -0.022
H -2.150306 6.902916 -2.315433 0.023 0.019 0.007
H -0.420263 7.139148 -2.622548 -0.018 0.006 0.014
H -1.422597 8.496772 -2.108348 0.001 -0.012 0.003
H 0.528800 7.801548 0.957570 -0.003 0.002 -0.018
H 0.127199 9.004087 -0.272162 0.001 -0.023 0.005
H 1.160486 7.624372 -0.682144 -0.018 0.010 0.011
H -5.327294 -0.808411 -2.593060 0.001 0.011 0.012
H -5.076951 -2.893564 -1.858364 -0.003 0.015 0.010
H -5.997258 -1.778291 -0.825856 0.018 -0.012 -0.002
H -5.274678 -3.228561 -0.137823 0.005 0.009 -0.012
H -2.584145 -3.151503 -1.542922 0.006 0.010 0.018
H -2.929593 -3.541999 0.151097 -0.006 0.014 -0.026
H -1.750931 -2.295233 -0.232783 0.008 0.002 0.016
H -4.859089 -0.432174 0.914862 0.015 -0.018 0.002
H -3.115403 -0.553543 1.204481 -0.025 -0.013 -0.010
H -4.168551 -1.909028 1.610144 0.005 0.023 -0.018
N 0.749386 -2.533274 3.463616 -0.057 -0.004 0.015
C 0.549075 -2.119053 2.182182 -0.003 0.012 0.038
S -0.485936 -0.764385 1.901690 0.045 0.083 0.005
N 1.073612 -2.802047 1.226081 0.023 -0.031 0.005
N 0.818748 -2.281050 -0.029737 -0.021 0.144 0.047
C 0.977212 -3.168972 -0.946183 0.005 -0.060 -0.116
C 0.870233 -2.981317 -2.363686 0.037 -0.062 0.018
C 1.160271 -4.038295 -3.232932 0.017 -0.038 -0.010
C 1.071688 -3.868892 -4.598060 -0.001 -0.032 0.004
C 0.678114 -2.631612 -5.110496 -0.003 0.027 -0.028
C 0.380791 -1.577619 -4.269316 -0.002 0.010 -0.069
C 0.484663 -1.753349 -2.890885 -0.044 0.003 0.009
O 0.161747 -0.748733 -2.088695 0.008 0.070 0.033
H 0.637966 -1.832806 4.175669 0.016 0.012 0.005
H 1.525595 -3.164857 3.586467 0.008 -0.004 -0.008
H 1.242891 -4.158593 -0.588606 -0.003 -0.039 0.009
H 1.463688 -4.991555 -2.814512 -0.010 0.024 -0.011
H 1.302266 -4.687276 -5.266861 -0.004 0.016 0.014
H 0.603537 -2.493445 -6.182451 0.001 -0.002 0.032
H 0.067759 -0.613643 -4.650625 -0.001 -0.018 0.006
O 3.637034 -1.205056 1.922954 0.009 -0.041 0.114
C 3.278722 -0.254862 1.279634 -0.050 -0.328 -0.249
O 1.992062 -0.053877 0.970688 0.198 0.403 0.007
C 4.249342 0.771845 0.783943 -0.078 0.093 0.045
C 3.881698 2.092337 0.556324 0.030 0.023 -0.016
C 4.821209 3.001438 0.092332 -0.025 0.017 0.007
C 6.121422 2.588595 -0.164429 0.004 -0.001 -0.004
C 6.490062 1.268546 0.063377 -0.014 0.007 -0.008
C 5.558649 0.365021 0.549774 0.034 -0.025 0.011
H 2.861683 2.400960 0.729249 -0.058 0.004 0.024
H 4.532885 4.032034 -0.078486 0.010 -0.031 0.003
H 6.849687 3.296729 -0.541258 -0.013 -0.013 0.004
H 7.503850 0.945010 -0.136265 -0.008 0.000 0.002
H 5.825528 -0.665708 0.746002 -0.003 0.021 -0.006
O 2.615331 -0.889769 -1.350941 -0.009 -0.048 -0.222
C 2.799813 0.258932 -1.796364 0.301 0.105 0.278
O 2.000442 1.172205 -1.394843 -0.231 -0.074 0.022
C 3.900825 0.598521 -2.713632 -0.027 -0.026 0.010
C 3.980134 1.871892 -3.256755 0.014 0.034 0.003
C 5.013623 2.219306 -4.128480 -0.011 0.066 -0.001
C 5.938015 1.243170 -4.402228 0.031 -0.001 -0.013
O 7.031741 1.330396 -5.209673 0.032 -0.002 -0.031
C 7.688193 0.060827 -5.140587 -0.114 0.030 0.061
O 6.906601 -0.787954 -4.303459 0.033 -0.021 -0.023
C 5.858773 -0.028607 -3.855485 0.026 -0.035 0.006
C 4.851862 -0.391360 -3.008661 -0.017 -0.059 0.002
H 3.226520 2.599692 -2.988364 0.006 -0.005 -0.003
H 5.089814 3.206106 -4.564477 -0.002 -0.029 0.017
H 8.679542 0.191350 -4.705996 0.042 0.013 0.030
H 7.748782 -0.367599 -6.140477 -0.005 -0.016 -0.040
H 4.776168 -1.380053 -2.576284 0.000 0.032 -0.008
```
Forces are in eV/Å.

Summary:
* frontier orbital gap: 6.906 eV
* spin multiplicity: 1
* maximum force: 0.4 eV Å⁻¹
* LUMO: -0.038 hartree
* electronic energy: -154721.03645 eV

Atom charges from the Löwdin analysis, given in e for atoms 1 to 6: W 1.943; C -0.045; C -0.560; C -0.046; C -0.070; C -0.166